(1)
Entry from the Open Molecules 2025 dataset: 7 unconnected molecules or ions with the total composition C22H52Br6O4 (ωB97M-V/def2-TZVPD).

Properties
- relative energy (zero: lowest compared OMol25 entry of this formula, charge and spin) (eV) = 0.000
- total charge = 0
- SMILES string = BrCCBr.BrCCBr.BrCCBr.CCOCC.CCOCC.CCOCC.CCOCC
- E_LUMO (eV) = 0.280

Each line ends with the Löwdin charge.
Geometry (Å):
Br: -4.2124 -0.8144 -1.0249  0.5329
C: -4.0781 -0.9484 -3.0518  -0.6104
C: -2.6566 -0.8785 -3.4588  -0.6507
Br: -1.5018 -2.3984 -2.8468  0.6518
H: -4.6747 -0.1970 -3.5691  0.0708
H: -4.6310 -1.8271 -3.3840  0.0610
H: -2.1825 0.0247 -3.0746  0.0039
H: -2.7153 -0.8394 -4.5465  0.0693
Br: 1.5060 -1.0778 0.8358  0.7041
C: 0.2431 -0.1427 -0.3584  -0.6387
C: -0.6772 0.8388 0.3820  -0.5914
Br: -1.7268 1.9737 -0.8988  0.6185
H: -0.4063 -0.9381 -0.7238  -0.0201
H: 0.8203 0.2422 -1.1991  0.0260
H: -0.1025 1.5259 1.0031  0.0457
H: -1.3296 0.2366 1.0143  0.0385
Br: 3.4776 2.7679 -0.7486  0.6067
C: 2.0700 3.0102 -2.0805  -0.6729
C: 2.6444 2.8032 -3.5067  -0.6022
Br: 2.7493 0.8268 -4.0066  0.5336
H: 1.6602 4.0180 -2.0134  0.0308
H: 1.2878 2.2688 -1.9177  0.0011
H: 3.6385 3.2354 -3.6209  0.0445
H: 1.9904 3.2560 -4.2519  0.0516
C: 2.7081 -4.0921 -4.9223  -0.0704
C: 2.2115 -3.4450 -3.6873  -0.2854
O: 2.7614 -4.0244 -2.5036  -0.1573
C: 2.3759 -3.3939 -1.3183  -0.3450
C: 2.5247 -4.4436 -0.2250  -0.0738
H: 3.3090 -4.9481 -4.6152  0.0816
H: 1.8778 -4.5299 -5.4763  0.0733
H: 3.3155 -3.4923 -5.6002  0.0761
H: 2.5540 -2.4105 -3.6643  0.0908
H: 1.1220 -3.4343 -3.6530  0.0614
H: 2.9113 -2.4627 -1.1326  0.0785
H: 1.3113 -3.1624 -1.3501  0.0730
H: 1.8126 -5.2617 -0.3333  0.0690
H: 2.3471 -4.0712 0.7839  0.0440
H: 3.5102 -4.8917 -0.3512  0.0793
C: 1.2024 6.9294 -2.4068  -0.0682
C: 1.0765 7.1059 -0.9424  -0.3163
O: 0.3623 6.0553 -0.3952  -0.1829
C: 0.1019 6.1565 0.9843  -0.2392
C: -0.2831 4.7238 1.5134  -0.0599
H: 0.2233 6.9242 -2.8858  0.0864
H: 1.8222 7.6938 -2.8755  0.0816
H: 1.7224 6.0249 -2.7223  0.0559
H: 2.0449 7.1534 -0.4445  0.1221
H: 0.4982 7.9871 -0.6644  0.1219
H: 0.9715 6.5743 1.4917  0.1176
H: -0.7993 6.7613 1.0843  0.1153
H: -0.5508 4.8108 2.5664  0.0625
H: 0.5644 4.0624 1.3332  0.0663
H: -1.1051 4.2361 0.9893  0.0257
C: -3.3938 3.1321 2.8212  -0.0639
C: -2.2546 2.3941 3.6684  -0.2232
O: -2.1655 0.9618 3.3158  -0.1822
C: -1.1989 0.3033 4.1964  -0.2387
C: -1.1776 -1.1790 3.7564  -0.0704
H: -3.4222 4.1925 3.0716  0.0660
H: -3.0766 3.1682 1.7790  0.0263
H: -4.3804 2.6829 2.9347  0.0688
H: -1.4028 3.0571 3.5167  0.0793
H: -2.5409 2.5248 4.7120  0.1030
H: -0.2072 0.7503 4.1278  0.1108
H: -1.5416 0.3910 5.2274  0.1089
H: -2.0449 -1.7407 4.1032  0.0782
H: -0.2962 -1.6418 4.2005  0.0618
H: -1.1525 -1.3248 2.6765  0.0394
C: 1.1356 -4.4058 4.0159  -0.1013
C: 0.4697 -5.3651 3.1177  -0.2570
O: -0.5824 -4.5464 2.5291  -0.1887
C: -1.2244 -5.0946 1.3647  -0.2538
C: -1.8265 -3.8895 0.6516  -0.0879
H: 1.5394 -3.5418 3.4882  0.0657
H: 0.5169 -4.0089 4.8206  0.0781
H: 2.0273 -4.8410 4.4670  0.0776
H: 1.1531 -5.7356 2.3536  0.1081
H: 0.0043 -6.1645 3.6942  0.1192
H: -0.5379 -5.6881 0.7610  0.1037
H: -2.0034 -5.7971 1.6610  0.1107
H: -2.5458 -4.1600 -0.1213  0.0615
H: -1.0527 -3.2155 0.2841  0.0407
H: -2.5143 -3.3196 1.2762  0.0711

(2)
Entry from the Open Molecules 2025 dataset: a molecular structure, C22H52F24N4O2P4 (ωB97M-V/def2-TZVPD).

Properties
- total charge = 0
- E_LUMO (eV) = -0.519

Each line ends with the Löwdin charge.
Geometry (Å):
C: -0.1386 -2.3286 -1.7521  -0.0772
C: 0.6945 -1.6717 -0.6114  -0.2547
O: 1.4818 -2.3016 0.1379  0.0414
N: 0.4933 -0.1960 -0.4744  0.0612
H: 0.6433 0.0239 -1.4487  -0.1179
H: -0.4790 0.0193 -0.3057  -0.1654
C: 1.4018 0.5974 0.5367  -0.1299
H: -0.0990 -3.4162 -1.6910  0.1115
H: 0.2469 -2.0209 -2.7241  0.0663
H: -1.1895 -2.0433 -1.8018  0.0558
H: 2.3690 0.1261 0.7114  0.1067
H: 0.8160 0.7106 1.4489  0.0920
H: 1.2546 1.6349 0.2366  0.0509
C: -3.5569 -2.4136 -2.2136  -0.0077
C: -3.1812 -3.6732 -1.4261  -0.3032
O: -2.1354 -3.8534 -0.6967  0.0845
N: -3.8641 -4.8876 -1.7488  0.1183
H: -4.1684 -5.3322 -0.8945  0.1792
H: -4.6384 -4.6966 -2.3685  0.1665
C: -2.8599 -5.8679 -2.5056  0.0839
H: -2.8874 -1.5575 -2.1298  0.0258
H: -4.6219 -2.1934 -2.1406  0.1177
H: -3.3782 -2.7411 -3.2378  0.0929
H: -3.6086 -6.3786 -3.1112  0.0970
H: -2.3271 -6.6380 -1.9478  0.1090
H: -2.0810 -5.3355 -3.0516  0.0374
C: 0.4228 3.4906 -0.2824  -0.1358
C: -0.6019 3.7737 -1.3951  -0.1586
C: -1.5368 2.5610 -1.4840  -0.1111
N: -2.2166 2.3950 -2.8896  -0.1598
C: -3.1943 3.5476 -3.1714  0.0136
C: -3.0196 1.0422 -2.9465  -0.0775
C: -2.1512 -0.0622 -3.5851  -0.1440
C: -1.4272 0.7571 -4.6632  -0.1009
C: -1.1974 2.1865 -4.0305  -0.0649
H: 1.1842 2.8715 -0.7569  0.0711
H: -0.0269 2.9650 0.5600  -0.0894
H: 0.9414 4.3242 0.1913  0.0953
H: -0.1758 4.0520 -2.3590  0.0955
H: -1.2967 4.5797 -1.1590  0.0938
H: -2.3941 2.6852 -0.8223  0.1049
H: -1.1289 1.6019 -1.1651  0.0871
H: -3.8517 3.6334 -2.3062  0.0998
H: -3.8597 3.3345 -4.0080  0.0956
H: -2.7254 4.5294 -3.2363  0.0984
H: -3.9040 1.2127 -3.5604  0.1246
H: -3.4095 0.9371 -1.9340  0.0913
H: -2.7694 -0.9156 -3.8639  0.1037
H: -1.6049 -0.4587 -2.7292  0.0758
H: -2.0458 0.9502 -5.5397  0.1152
H: -0.4791 0.2850 -4.9207  0.0829
H: -1.3338 3.0101 -4.7313  0.1237
H: -0.1799 2.2574 -3.6462  0.0753
C: 3.4256 -1.5296 2.1150  -0.0847
C: 3.1892 -1.3523 3.6308  -0.2022
C: 2.5260 0.0129 3.8552  -0.0993
N: 2.4438 0.3703 5.3661  -0.2264
C: 1.5488 -0.5525 6.1674  0.0301
C: 2.0917 1.8203 5.7474  -0.0983
C: 2.7574 2.1681 7.0873  -0.1391
C: 3.7496 1.0695 7.3758  -0.1750
C: 3.8979 0.3457 6.0403  -0.0702
H: 2.4416 -1.3599 1.6780  0.0343
H: 4.0040 -2.4341 1.9268  0.0893
H: 4.0444 -0.7615 1.6510  0.0878
H: 4.1194 -1.6327 4.1250  0.1009
H: 2.4487 -2.0768 3.9697  0.1041
H: 1.4897 -0.0269 3.5195  0.1376
H: 3.1296 0.8652 3.5430  0.1192
H: 1.8055 -1.6033 6.0332  0.1037
H: 0.6130 -0.2819 5.6784  0.1102
H: 1.5361 -0.2409 7.2118  0.1013
H: 1.0052 1.7615 5.8111  0.1211
H: 2.2729 2.4837 4.9016  0.1078
H: 2.0756 2.2915 7.9287  0.1171
H: 3.2508 3.1316 6.9589  0.1213
H: 3.4557 0.4274 8.2061  0.1102
H: 4.7770 1.3328 7.6270  0.1202
H: 4.1758 -0.7075 6.0816  0.1167
H: 4.5612 0.8555 5.3416  0.1417
P: 1.5523 2.8267 2.0316  0.3822
F: 1.0300 2.5084 3.4711  -0.1018
F: 0.0460 2.4454 1.5541  -0.0848
F: 1.1628 4.4052 2.1025  -0.1126
F: 2.1055 3.0218 0.5113  -0.2183
F: 3.0764 3.1695 2.6162  -0.1538
F: 2.1295 1.2282 1.8543  -0.2986
P: 1.9899 0.8184 -2.7879  0.3395
F: 1.9646 -0.7414 -2.3429  -0.0986
F: 1.2171 0.3863 -4.1364  -0.1249
F: 0.4799 0.9089 -2.0490  -0.0745
F: 1.8533 2.4381 -3.1575  -0.1484
F: 2.7523 1.2170 -1.4555  -0.0846
F: 3.4540 0.6998 -3.5112  -0.1368
P: -2.5026 -0.1447 0.1399  0.2743
F: -3.0292 1.3879 -0.1589  -0.1792
F: -3.7710 -0.4585 1.1084  -0.1166
F: -3.3045 -0.6638 -1.1055  -0.1979
F: -1.9341 -1.6087 0.4692  -0.0658
F: -1.2674 0.0090 -0.9236  -0.0940
F: -1.5744 0.5453 1.2093  -0.0529
P: -0.6355 -3.4326 -4.1690  0.1989
F: 0.8039 -3.3125 -3.5200  -0.1245
F: -0.4699 -1.8907 -4.5105  -0.1147
F: 0.1248 -3.6810 -5.6246  -0.1604
F: -2.0581 -3.4972 -4.9281  -0.1314
F: -0.7874 -4.9608 -3.8271  -0.1102
F: -1.4492 -3.1120 -2.7928  -0.3362

(3)
Entry from the Open Molecules 2025 dataset: 3 unconnected molecules or ions with the total composition C22H52I2N7O6P3 (ωB97M-V/def2-TZVPD).

Properties
- total charge = 0
- SMILES string = CCOCC[C@@]1([PH2]=O)[C@@H](I)NC(=O)[C@@H]1CC(=O)I.CN(C)P(=O)(N(C)C)N(C)C.CN(C)P(=O)(N(C)C)N(C)C
- E_LUMO (eV) = -0.715

Each line ends with the Löwdin charge.
Geometry (Å):
C: 6.1838 -1.6854 1.6764  -0.0565
C: 5.8820 -3.0731 0.9988  -0.3184
O: 7.1183 -3.7627 0.9314  -0.1984
C: 7.1346 -4.9862 0.2042  -0.2222
C: 5.8250 -5.4991 -0.4336  -0.1304
C: 4.8362 -6.2745 0.5210  -0.4546
P: 4.4106 -7.7918 -0.5559  0.7801
O: 4.0421 -7.4262 -1.9491  -0.4121
C: 5.3682 -6.9643 1.8201  -0.6913
I: 6.0445 -5.7688 3.4849  0.9757
N: 4.1050 -7.5505 2.3486  -0.0476
C: 2.9810 -6.7758 1.9418  -0.4874
O: 1.8774 -6.9320 2.2882  0.1494
C: 3.4679 -5.6779 0.9051  -0.2298
C: 2.3786 -5.4379 -0.1694  -0.1586
C: 2.6873 -4.1619 -0.9994  -0.7931
O: 3.0927 -4.1546 -2.0797  0.0633
I: 2.2350 -2.3005 0.0643  0.8791
H: 5.6135 -1.5936 2.6140  0.0701
H: 5.9287 -0.8500 1.0008  0.0690
H: 7.2672 -1.6179 1.8747  0.0773
H: 5.1778 -3.5879 1.6725  0.0409
H: 5.4445 -2.8260 0.0144  0.0913
H: 7.8695 -4.8673 -0.6212  0.1286
H: 7.5800 -5.7627 0.8633  0.0922
H: 5.2886 -4.7524 -1.0369  0.1061
H: 6.1455 -6.2523 -1.1847  0.0990
H: 3.4691 -8.6452 0.0701  0.0419
H: 5.6591 -8.4890 -0.6440  0.0474
H: 5.9965 -7.8073 1.4851  0.0846
H: 4.0035 -8.5505 2.2066  0.1232
H: 3.4084 -4.7660 1.5330  0.1151
H: 1.4533 -5.1911 0.3890  0.1039
H: 2.1309 -6.3043 -0.8003  0.1158
O: -0.8134 -0.5314 1.0180  -0.3301
P: -2.2902 -0.8898 1.1587  0.7791
N: -2.8891 0.7150 1.3434  -0.3431
C: -2.6361 1.5483 2.5079  -0.1247
C: -2.8391 1.4969 0.1029  -0.1190
N: -2.1273 -1.8406 2.5948  -0.3309
C: -2.3017 -1.3335 3.9386  -0.1441
C: -0.9778 -2.7452 2.5741  -0.1673
N: -3.9916 -1.4781 1.0589  -0.3129
C: -4.3237 -2.0062 -0.2700  -0.1531
C: -5.1382 -0.7919 1.6145  -0.1347
H: -3.2274 2.4651 2.4419  0.0843
H: -1.5793 1.8243 2.6084  0.0872
H: -2.9699 1.0737 3.4276  0.0490
H: -3.7730 1.3668 -0.4579  0.0726
H: -2.0141 1.1833 -0.5447  0.0674
H: -2.7137 2.5641 0.2804  0.0691
H: -1.5707 -0.5515 4.1851  0.0826
H: -2.1873 -2.1379 4.6691  0.0814
H: -3.3111 -0.9512 4.1011  0.0624
H: -0.0472 -2.2329 2.8519  0.0666
H: -0.8383 -3.1764 1.5814  0.0520
H: -1.1355 -3.5773 3.2640  0.0810
H: -4.4658 -1.2025 -1.0037  0.0717
H: -5.2300 -2.6157 -0.2380  0.0762
H: -3.5155 -2.6514 -0.6313  0.0746
H: -5.4551 0.0680 1.0114  0.0804
H: -4.9648 -0.4496 2.6325  0.0657
H: -5.9787 -1.4913 1.6661  0.0896
O: -3.2962 5.1043 -1.0692  -0.2912
P: -3.0577 5.9948 -2.2847  0.7782
N: -1.3927 6.3313 -1.9844  -0.3452
C: -0.9157 7.1433 -0.8760  -0.1271
C: -0.5187 5.1779 -2.2205  -0.1196
N: -4.1984 7.2227 -1.8592  -0.3334
C: -3.8715 8.4289 -1.1294  -0.1443
C: -5.4705 6.6972 -1.3629  -0.1548
N: -2.9004 6.8077 -3.8856  -0.3134
C: -3.0475 5.8699 -5.0059  -0.1521
C: -1.9076 7.8089 -4.2114  -0.1342
H: 0.1591 7.3137 -0.9776  0.0828
H: -1.1019 6.6779 0.0995  0.0875
H: -1.3516 8.1392 -0.8850  0.0496
H: -0.1783 5.1718 -3.2636  0.0713
H: -1.0315 4.2297 -2.0315  0.0645
H: 0.3678 5.1902 -1.5883  0.0817
H: -3.4903 8.2140 -0.1221  0.0826
H: -4.7549 9.0627 -1.0223  0.0814
H: -3.1495 9.0463 -1.6669  0.0625
H: -5.4171 6.4299 -0.2996  0.0781
H: -5.7672 5.8059 -1.9173  0.0693
H: -6.2647 7.4349 -1.4964  0.0788
H: -2.1534 5.2471 -5.1359  0.0721
H: -3.2447 6.3991 -5.9411  0.0769
H: -3.8981 5.2027 -4.8291  0.0750
H: -0.9126 7.3821 -4.3890  0.0801
H: -1.8191 8.5727 -3.4417  0.0659
H: -2.2154 8.3287 -5.1240  0.0905

Question: Which of these has the lowest E_LUMO?
Answer: C22H52I2N7O6P3